C56H112O38 | wB97M-V/def2-TZVPD

Each line ends with the Mulliken charge.
Geometry (Å):
O 10.288 13.841 23.416  -0.347
O 18.561 24.796 19.434  -0.689
O 15.501 13.519 23.062  -0.384
O 10.535 18.144 17.574  0.165
O 12.041 26.843 15.610  -0.330
O 13.356 28.398 16.299  -0.359
O 14.176 26.301 16.433  -0.491
O 9.287 21.625 14.126  -0.601
O 15.474 21.336 25.973  -0.554
O 15.959 23.172 24.626  -0.376
O 17.622 21.001 15.964  -0.684
O 13.060 26.154 23.245  -0.102
O 15.603 16.510 16.456  -0.616
O 8.640 22.806 17.512  -0.472
O 14.768 14.656 21.257  -0.144
O 11.917 16.509 18.255  -0.156
O 10.558 17.529 19.843  -0.506
O 7.563 24.698 17.655  -0.456
O 9.522 30.524 20.929  -0.339
O 14.431 12.374 21.551  -0.420
O 17.282 22.928 19.058  0.091
O 9.817 24.634 18.094  0.029
O 15.327 20.955 16.107  0.114
O 10.771 26.318 23.350  -0.664
O 16.264 24.803 19.022  0.348
O 16.048 14.448 17.373  -0.255
O 11.006 21.515 12.595  -0.307
O 16.853 23.002 26.626  -0.345
O 10.326 28.563 20.541  -0.167
O 13.482 20.077 19.914  0.485
O 11.392 22.254 14.657  0.597
O 13.553 21.908 18.839  0.854
O 12.802 21.923 21.010  -0.430
O 11.870 24.419 22.705  0.150
O 8.898 19.078 24.097  -0.630
O 11.147 19.331 23.782  0.195
O 10.643 11.853 22.312  -0.504
O 8.707 29.302 19.146  -0.597
C 8.771 24.101 17.771  0.422
C 9.687 21.217 19.063  0.275
C 9.224 18.189 15.462  -1.368
C 13.654 12.159 20.348  0.121
C 10.432 17.602 16.230  -0.065
C 9.650 21.828 17.669  0.530
C 16.047 22.400 25.755  0.652
C 13.189 23.249 18.673  -0.093
C 13.257 21.313 20.040  0.035
C 10.943 17.392 18.659  0.408
C 10.684 23.742 22.347  -0.318
C 16.374 23.050 15.877  -0.185
C 15.078 22.886 23.578  0.638
C 10.239 20.995 11.521  -0.195
C 11.172 20.669 10.386  -1.207
C 15.888 13.742 16.204  -0.335
C 14.645 18.913 21.751  -0.214
C 14.890 13.623 21.897  0.570
C 16.128 14.606 23.621  0.078
C 14.574 29.013 16.802  -0.638
C 12.781 22.139 14.367  -0.523
C 10.510 27.283 19.997  1.582
C 9.157 11.835 24.104  -1.108
C 14.818 12.757 16.487  -0.917
C 15.918 15.790 17.380  0.488
C 17.488 14.830 22.904  -0.842
C 16.159 26.211 19.227  -0.691
C 10.872 14.627 22.422  0.236
C 10.121 25.717 14.671  -1.225
C 16.488 21.558 16.060  0.754
C 17.079 22.373 27.839  -0.669
C 9.867 19.486 23.486  0.167
C 10.079 12.511 23.142  0.706
C 11.557 25.573 15.202  0.884
C 12.438 15.495 19.115  -0.033
C 13.275 27.066 16.075  0.744
C 11.800 25.681 23.124  0.354
C 17.651 20.727 19.610  -0.578
C 16.303 16.367 18.702  0.611
C 13.285 27.510 23.490  -0.179
C 9.552 20.258 22.238  -0.025
C 11.490 15.849 23.081  -0.606
C 8.466 31.539 20.884  -0.647
C 12.923 19.037 25.255  -0.811
C 13.303 19.213 20.995  1.808
C 18.321 21.996 19.214  -0.936
C 9.441 29.474 20.118  0.732
C 11.720 27.159 19.012  -1.050
C 14.740 27.765 23.708  -1.162
C 15.548 23.447 22.225  -0.284
C 11.396 18.824 25.060  -0.464
C 15.257 19.543 16.243  -0.524
C 7.395 26.027 18.031  -0.716
C 10.508 21.634 13.843  0.205
C 13.777 19.132 16.554  -0.123
C 17.458 24.216 19.210  0.501
H 11.844 19.836 10.595  0.299
H 15.040 27.252 24.622  0.307
H 17.171 20.715 20.589  0.247
H 13.460 15.211 18.864  -0.092
H 10.415 20.335 21.576  -0.403
H 14.799 19.786 22.385  -0.548
H 18.299 19.851 19.571  0.477
H 15.788 14.260 15.250  0.331
H 10.953 22.717 22.091  -0.309
H 9.581 26.900 19.575  -0.687
H 10.405 16.514 16.278  0.431
H 14.233 12.097 19.427  -0.056
H 12.710 27.541 19.261  0.600
H 9.077 10.784 23.826  0.325
H 16.843 20.563 18.897  -0.094
H 12.161 25.136 14.407  0.381
H 9.961 22.016 19.752  -0.225
H 13.430 22.546 15.142  -0.344
H 17.332 14.879 21.826  0.056
H 14.727 28.755 17.850  0.214
H 15.922 19.212 17.040  0.100
H 10.616 22.219 17.351  -0.222
H 8.335 17.830 15.979  0.319
H 8.754 19.844 21.621  0.454
H 12.480 19.610 21.589  -0.345
H 12.156 23.452 18.954  0.260
H 18.768 21.899 18.224  0.366
H 13.338 23.571 17.643  -0.492
H 15.475 15.478 23.609  -0.037
H 7.948 26.690 17.366  0.258
H 7.522 31.160 21.274  0.285
H 11.069 17.793 25.197  0.311
H 13.024 22.714 13.473  0.470
H 15.145 26.466 18.917  -0.116
H 16.695 23.350 14.879  0.391
H 8.682 20.832 19.237  0.513
H 9.570 12.036 25.092  0.283
H 12.927 18.301 20.532  -1.015
H 15.541 16.113 19.438  -0.284
H 9.535 21.781 11.245  0.279
H 15.477 18.842 21.051  0.068
H 10.638 20.376 9.482  0.395
H 8.421 31.860 19.843  0.307
H 15.860 24.490 22.278  0.384
H 14.822 23.332 21.420  -0.447
H 12.946 28.200 22.717  0.191
H 9.880 24.716 14.312  0.201
H 10.107 14.958 21.720  0.291
H 16.449 22.870 22.014  0.322
H 13.225 18.451 26.123  0.482
H 13.812 13.174 16.544  0.218
H 12.602 27.773 24.299  0.375
H 7.673 26.220 19.067  0.280
H 11.751 21.576 10.217  0.309
H 14.857 21.822 23.484  -0.336
H 13.332 20.039 25.381  0.333
H 13.395 18.544 24.404  -0.116
H 19.065 22.415 19.892  0.513
H 6.355 26.348 17.978  0.333
H 14.134 23.419 23.685  0.034
H 15.327 23.343 15.957  -0.319
H 13.362 19.651 17.419  -0.220
H 9.261 17.791 14.448  0.439
H 16.814 26.736 18.533  0.339
H 11.434 27.509 18.020  0.437
H 9.974 23.781 23.173  0.529
H 17.284 16.036 19.043  0.503
H 16.884 23.630 16.647  -0.180
H 16.176 22.432 28.447  0.295
H 15.083 12.328 17.454  0.089
H 13.084 19.230 15.719  -0.049
H 11.945 14.529 19.000  0.486
H 14.775 11.868 15.859  0.441
H 11.310 17.838 15.629  0.080
H 11.601 24.946 16.092  -0.400
H 14.918 28.835 23.807  0.437
H 15.496 19.086 15.282  0.361
H 16.269 14.379 24.678  0.329
H 11.845 26.084 18.880  -0.033
H 9.346 26.025 15.373  0.023
H 13.883 23.783 19.323  -0.162
H 9.551 21.106 16.859  -0.091
H 15.341 27.414 22.869  0.126
H 10.446 20.436 19.104  -0.364
H 11.566 14.069 21.794  -0.243
H 12.121 15.486 23.892  0.448
H 10.824 26.670 20.842  -0.802
H 17.370 21.324 27.797  0.293
H 10.863 19.329 25.865  0.403
H 9.246 21.240 22.598  0.263
H 13.097 11.234 20.500  0.313
H 10.098 24.196 21.547  0.233
H 8.135 12.214 24.091  0.324
H 8.819 32.352 21.518  0.229
H 14.611 18.036 22.398  -0.080
H 16.807 13.263 15.868  0.370
H 10.696 16.560 23.311  0.187
H 9.816 20.066 11.904  0.244
H 12.907 12.934 20.181  -0.244
H 12.405 15.823 20.154  -0.265
H 15.403 28.621 16.213  0.299
H 18.178 14.006 23.090  0.309
H 16.395 26.477 20.258  0.383
H 12.118 16.421 22.397  -0.072
H 17.872 22.895 28.374  0.247
H 9.262 19.265 15.296  0.176
H 13.067 21.096 14.226  0.361
H 10.022 26.338 13.781  0.426
H 14.702 30.067 16.556  0.305
H 13.714 18.091 16.872  0.286
H 16.305 17.453 18.606  -0.571
H 17.986 15.743 23.230  0.377

Results
- E_HOMO (eV) = -9.92
- total energy (Ha) = -5060.10762
- gap between HOMO and LUMO (Eh) = 0.3764
- spin multiplicity = 1
- ΔE to the lowest compared entry with this formula, charge and spin (kcal per mole) = 0.0